Entry 1:
10
Properties=species:S:1:pos:R:3:forces:R:3:nbo_charge:R:1 method="wB97M-V/def2-TZVPD" energy_ev=-11475.4233 homo_lumo_gap_ev=10.03 mol_weight_da=62.1 e_above_lowest_ev=0.539 e_lumo_ha=0.0420 largest_force_ev_per_a=2.6 smiles=CPC e_homo_ev=-8.89
C -1.487 -0.071 0.183 -0.07 -2.21 -1.37 -0.931
C 0.771 -1.655 -0.803 0.81 0.11 0.23 -0.921
P 0.325 -0.321 0.469 0.26 -1.97 1.06 0.527
H -1.816 -0.646 -0.754 0.39 0.82 1.34 0.226
H -1.715 0.938 0.054 -0.10 1.79 -0.52 0.225
H -2.114 -0.366 1.000 -0.18 -0.56 0.52 0.236
H 1.239 -1.098 -1.639 -0.54 -0.46 0.08 0.222
H -0.064 -2.332 -1.162 1.10 0.76 0.58 0.226
H 1.655 -2.210 -0.343 -1.37 0.35 -0.59 0.235
H 0.315 -1.327 1.634 -0.31 1.37 -1.34 -0.045

***

Entry 2:
104
Properties=species:S:1:pos:R:3:forces:R:3:lowdin_charge:R:1 method="wB97M-V/def2-TZVPD" energy_ev=-70665.8169 homo_lumo_gap_ev=7.64 mol_weight_da=631.7 e_lumo_ha=-0.0123 largest_force_ev_per_a=2.3 smiles="C=CC(=O)OCCCCCCB[PH2]=S.COCCNCCOC.COCCNCCOC.COCCNCCOC" e_homo_ev=-7.97
C 1.962 0.430 -3.053 0.58 2.19 -0.17 0.047
C 1.707 -0.833 -3.002 -0.26 -1.18 -0.12 -0.071
C 2.173 -1.664 -1.880 0.16 0.85 -1.10 -0.554
O 1.739 -2.755 -1.718 -0.65 -2.08 0.59 0.121
O 3.094 -1.088 -1.128 0.47 0.00 0.50 0.014
C 3.663 -1.936 -0.113 0.34 0.14 0.69 -0.146
C 2.777 -2.214 1.079 -0.24 0.56 -0.21 -0.155
C 2.187 -0.952 1.731 -0.50 -0.40 -0.30 -0.172
C 0.713 -0.678 1.339 0.91 0.14 0.03 -0.207
C 0.602 0.605 0.525 -0.78 -0.20 0.57 -0.212
C -0.812 1.222 0.457 0.49 -0.51 -0.93 -0.203
B -1.806 0.446 -0.480 0.15 0.47 -0.02 -0.313
P -2.087 -1.456 -0.469 -0.12 -0.66 0.78 0.367
S -2.585 -2.063 1.346 -0.16 0.24 -0.02 0.085
H 2.648 0.860 -2.349 -0.02 0.34 0.36 0.077
H 1.542 1.080 -3.799 0.01 0.12 -0.35 0.071
H 1.145 -1.303 -3.785 -0.44 -0.47 0.08 0.109
H 4.521 -1.399 0.264 0.22 0.48 -0.10 0.111
H 4.054 -2.848 -0.541 -0.22 -0.35 -0.43 0.128
H 3.410 -2.722 1.794 0.19 -0.26 0.20 0.113
H 1.962 -2.869 0.809 -0.10 -0.39 -0.05 0.103
H 2.268 -1.092 2.800 -0.01 0.19 0.34 0.108
H 2.752 -0.071 1.461 0.46 0.09 0.03 0.078
H 0.373 -1.538 0.779 -0.37 -0.15 -0.11 0.052
H 0.102 -0.608 2.226 -0.29 0.00 0.24 0.097
H 1.248 1.348 0.978 0.28 0.24 0.03 0.109
H 0.961 0.418 -0.474 0.29 0.08 -0.42 0.081
H -0.692 2.200 -0.001 -0.18 0.39 0.04 0.096
H -1.200 1.391 1.454 -0.20 -0.13 0.32 0.105
H -2.439 1.080 -1.266 -0.17 -0.17 -0.01 0.045
H -0.927 -2.123 -0.935 -0.19 0.19 -0.36 -0.036
H -3.102 -1.792 -1.381 0.34 0.10 -0.28 -0.045
C 5.341 1.922 7.158 0.00 0.11 -0.13 -0.114
O 6.246 2.423 6.192 -0.07 -0.16 0.16 -0.194
C 7.550 1.857 6.261 0.20 0.21 -0.18 -0.216
C 7.823 0.958 5.072 -0.25 -0.12 0.04 -0.215
N 7.032 -0.265 5.134 0.02 0.11 -0.15 -0.051
C 7.044 -1.060 3.908 -0.11 -0.05 0.22 -0.197
C 6.482 -0.436 2.632 0.09 -0.23 -0.18 -0.220
O 5.081 -0.224 2.649 0.14 0.19 0.07 -0.199
C 4.667 0.979 3.276 -0.20 -0.15 -0.06 -0.086
H 4.451 2.549 7.132 0.03 0.02 -0.04 0.089
H 5.040 0.892 6.939 0.02 -0.05 0.12 0.077
H 5.769 1.967 8.164 -0.01 -0.06 0.02 0.088
H 7.705 1.324 7.203 -0.10 -0.08 -0.02 0.122
H 8.258 2.690 6.231 0.00 -0.01 0.03 0.121
H 8.885 0.694 5.061 0.00 -0.01 -0.02 0.124
H 7.608 1.540 4.166 0.13 0.10 0.00 0.104
H 6.074 -0.026 5.350 0.00 0.01 0.04 0.067
H 6.464 -1.963 4.113 0.03 -0.03 -0.06 0.120
H 8.072 -1.382 3.715 0.01 0.05 -0.04 0.118
H 6.658 -1.153 1.824 -0.01 0.00 0.01 0.117
H 7.007 0.481 2.343 -0.05 0.08 0.12 0.113
H 5.392 1.784 3.139 0.07 -0.03 0.07 0.093
H 4.474 0.824 4.340 0.10 0.13 0.05 0.078
H 3.725 1.285 2.821 0.02 -0.02 -0.04 0.075
C -7.811 6.175 0.398 0.15 0.07 0.01 -0.116
O -6.744 6.206 1.327 -0.20 -0.09 -0.09 -0.194
C -6.953 5.410 2.488 0.23 0.10 0.24 -0.216
C -6.042 4.200 2.499 -0.08 -0.05 -0.28 -0.215
N -6.425 3.232 1.478 0.17 0.07 0.03 -0.049
C -5.449 2.166 1.255 -0.22 0.01 -0.08 -0.185
C -4.057 2.550 0.760 -0.02 -0.17 0.02 -0.226
O -4.024 3.054 -0.563 0.01 0.13 0.12 -0.189
C -4.311 4.435 -0.696 0.05 -0.12 -0.24 -0.091
H -7.624 6.951 -0.343 0.04 0.01 0.03 0.088
H -7.870 5.213 -0.121 -0.12 -0.02 0.02 0.077
H -8.767 6.383 0.886 -0.03 -0.05 -0.02 0.087
H -8.002 5.115 2.585 0.00 -0.06 -0.11 0.122
H -6.703 6.035 3.349 -0.03 0.00 0.00 0.121
H -6.097 3.720 3.481 0.02 -0.01 0.00 0.124
H -5.015 4.563 2.356 0.03 0.07 0.15 0.104
H -6.573 3.718 0.604 -0.03 0.02 0.00 0.067
H -5.885 1.490 0.515 0.06 -0.06 0.02 0.124
H -5.344 1.592 2.181 0.05 0.02 0.01 0.123
H -3.465 1.631 0.738 -0.10 0.00 0.06 0.077
H -3.535 3.229 1.445 -0.07 0.11 -0.02 0.120
H -3.963 5.012 0.163 -0.07 -0.01 0.06 0.090
H -5.379 4.604 -0.852 -0.02 0.12 0.12 0.072
H -3.792 4.794 -1.586 0.03 -0.05 0.01 0.088
C -2.095 -2.123 -7.613 -0.14 -0.10 0.01 -0.116
O -2.420 -3.499 -7.565 0.15 0.19 0.01 -0.193
C -1.293 -4.369 -7.585 -0.12 -0.33 -0.08 -0.216
C -1.102 -5.054 -6.247 -0.04 0.27 0.12 -0.216
N -0.656 -4.116 -5.225 -0.11 -0.10 0.01 -0.050
C -0.696 -4.638 -3.858 0.04 0.25 -0.04 -0.191
C -2.047 -5.052 -3.278 0.18 -0.13 0.21 -0.217
O -2.937 -3.972 -3.049 -0.04 -0.01 -0.15 -0.205
C -3.692 -3.555 -4.172 -0.05 0.17 0.26 -0.099
H -3.020 -1.573 -7.780 -0.02 -0.05 0.01 0.089
H -1.655 -1.776 -6.671 0.10 0.06 -0.05 0.074
H -1.408 -1.906 -8.435 0.05 0.03 0.03 0.087
H -0.386 -3.840 -7.891 -0.01 0.09 0.09 0.121
H -1.500 -5.136 -8.337 0.02 0.02 -0.01 0.121
H -0.353 -5.844 -6.355 0.00 -0.02 0.02 0.124
H -2.057 -5.526 -5.982 0.00 -0.13 -0.10 0.105
H -1.234 -3.287 -5.265 -0.02 0.00 -0.02 0.064
H -0.285 -3.859 -3.210 0.05 -0.09 0.06 0.098
H -0.012 -5.490 -3.794 -0.03 -0.03 -0.01 0.121
H -1.851 -5.482 -2.293 -0.02 0.03 0.01 0.124
H -2.540 -5.838 -3.861 -0.04 0.09 -0.13 0.111
H -3.937 -4.387 -4.836 0.08 -0.01 -0.06 0.089
H -3.172 -2.771 -4.731 -0.01 -0.08 -0.17 0.071
H -4.623 -3.123 -3.803 0.01 -0.05 0.04 0.088

***

Entry 3:
36
Properties=species:S:1:pos:R:3:forces:R:3:mulliken_spin:R:1 method="wB97M-V/def2-TZVPD" energy_ev=-62000.2084 homo_lumo_gap_ev="7.62 / 5.78" mol_weight_da=502.6 charge=+1 e_lumo_ha="-0.1535 / -0.2201" largest_force_ev_per_a=1.5 spin_multiplicity=8 e_homo_ev="-11.79 / -11.77"
Gd -0.641 -1.222 -0.260 -0.18 -0.99 -0.39 6.601
N -1.623 -5.508 -1.908 0.03 0.10 0.11 0.002
C -1.364 -4.218 -1.648 -0.10 -0.46 -0.08 -0.005
S -1.069 -3.860 0.054 0.00 0.10 -0.24 0.246
N -1.371 -3.436 -2.702 0.11 0.47 0.19 0.018
N -1.106 -2.121 -2.441 -0.11 -1.01 0.19 0.036
C -1.103 -1.335 -3.429 0.08 1.02 -0.82 -0.015
C -0.816 0.111 -3.230 -0.19 -0.80 -0.24 0.014
C -0.798 0.969 -4.304 0.02 0.36 -0.38 -0.001
C -0.514 2.311 -4.081 -0.04 -0.02 -0.25 0.000
C -0.254 2.745 -2.795 0.03 0.12 0.05 0.001
C -0.294 1.816 -1.774 -0.01 -0.03 0.07 -0.001
N -0.573 0.531 -1.984 0.03 0.03 0.10 0.017
H -1.643 -6.200 -1.182 0.01 0.01 0.02 0.001
H -1.800 -5.774 -2.863 -0.01 -0.04 -0.01 0.001
H -1.300 -1.712 -4.428 -0.02 0.07 -0.05 -0.002
H -1.001 0.596 -5.299 0.01 0.03 0.03 0.000
H -0.493 3.007 -4.911 0.00 -0.04 0.05 0.000
H -0.024 3.779 -2.579 -0.01 -0.03 -0.02 0.000
H -0.094 2.103 -0.749 0.01 0.03 0.05 0.001
O -1.669 0.005 1.233 -0.38 0.71 1.00 0.024
C -1.196 0.602 2.230 -0.01 -0.23 -0.38 0.013
C 0.178 0.714 2.587 -0.56 0.26 0.32 -0.004
C 0.412 1.451 3.766 -0.28 -0.03 -0.10 -0.002
C 1.683 1.622 4.190 0.36 0.26 0.51 0.000
C 2.763 1.087 3.489 0.29 -0.15 -0.19 0.001
C 2.555 0.365 2.336 0.37 0.15 0.26 -0.001
C 1.261 0.160 1.857 -0.16 -0.57 -0.85 0.011
O 1.077 -0.533 0.748 0.78 0.69 1.12 0.045
N 1.934 2.398 5.431 0.10 -0.03 -0.26 0.000
O 0.974 2.865 6.000 -0.16 -0.04 0.00 0.000
O 3.087 2.523 5.778 0.06 -0.07 -0.02 0.000
H -1.912 1.092 2.889 -0.08 0.08 0.12 0.000
H -0.406 1.879 4.332 0.00 -0.02 -0.02 0.000
H 3.762 1.251 3.871 -0.01 -0.01 0.00 0.000
H 3.377 -0.061 1.777 -0.01 0.04 0.06 0.000

***

Entry 4:
15
Properties=species:S:1:pos:R:3:forces:R:3:nbo_charge:R:1 method="wB97M-V/def2-TZVPD" energy_ev=-15626.9120 homo_lumo_gap_ev=8.06 mol_weight_da=104.1 e_above_lowest_ev=2.722 e_lumo_ha=-0.0064 largest_force_ev_per_a=4.8 e_homo_ev=-8.24
C -0.624 2.669 1.227 2.56 -3.68 -1.81 -1.029
C -0.872 -1.131 0.413 2.32 1.30 -0.81 -0.682
C 1.223 -1.277 -1.257 -1.20 -2.74 0.33 -0.694
C 0.430 -0.585 -0.196 0.20 1.17 -0.62 0.268
O -0.271 1.126 -1.133 1.10 -2.05 1.71 -0.987
P -0.995 2.344 -0.411 0.33 0.24 1.42 1.062
H -1.183 3.371 1.674 -2.22 2.81 1.10 0.204
H 0.069 2.237 2.011 -0.59 0.02 -1.37 0.213
H -1.312 -0.174 0.754 -0.58 -1.19 0.33 0.272
H -1.397 -1.752 -0.278 -0.84 0.28 -0.81 0.223
H -0.565 -1.856 1.160 0.02 0.37 0.84 0.232
H 1.768 -2.190 -0.817 -1.03 1.04 0.21 0.246
H 2.077 -0.837 -1.723 -0.04 1.22 -0.42 0.255
H 0.503 -1.760 -1.939 0.61 0.47 -0.33 0.225
H 1.148 -0.185 0.516 -0.63 0.75 0.23 0.190

***

Entry 5:
14
Properties=species:S:1:pos:R:3:forces:R:3:nbo_charge:R:1 method="wB97M-V/def2-TZVPD" energy_ev=-8368.6508 homo_lumo_gap_ev=10.19 mol_weight_da=88.1 e_above_lowest_ev=4.631 e_lumo_ha=0.0417 largest_force_ev_per_a=0.8 smiles="C=COOCC" e_homo_ev=-9.05
C -2.017 -0.671 -0.422 -0.05 0.05 0.07 -0.642
C -0.700 -0.471 -1.154 -0.11 -0.24 -0.14 -0.075
O 0.339 0.163 -0.445 0.08 0.13 -0.04 -0.284
C 2.303 1.222 0.771 0.03 -0.05 0.24 -0.455
C 1.548 0.326 1.398 0.13 0.23 -0.13 0.105
O 0.835 -0.614 0.700 -0.61 0.04 -0.47 -0.282
H -2.341 0.268 0.034 0.04 -0.10 0.00 0.214
H -1.982 -1.446 0.350 0.16 0.14 -0.13 0.218
H -2.778 -0.965 -1.155 0.13 0.02 0.12 0.214
H -0.343 -1.397 -1.619 -0.02 0.00 0.09 0.173
H -0.837 0.279 -1.950 -0.01 -0.30 0.09 0.201
H 2.716 2.079 1.276 0.22 -0.16 0.27 0.207
H 2.467 1.146 -0.298 -0.18 0.10 0.16 0.218
H 1.331 0.268 2.463 0.20 0.14 -0.12 0.188

***

Entry 6:
11
Properties=species:S:1:pos:R:3:forces:R:3:lowdin_charge:R:1 method="wB97M-V/def2-TZVPD" energy_ev=-42066.0748 homo_lumo_gap_ev=4.69 mol_weight_da=284.4 charge=-1 e_above_lowest_ev=2.977 e_lumo_ha=0.0033 largest_force_ev_per_a=8.9 e_homo_ev=-4.60
Rb 2.689 4.866 1.246 -0.69 -0.72 -0.14 0.985
Cl -0.693 -3.019 -0.703 0.60 -0.37 0.95 0.630
O 0.024 -1.831 -0.294 -0.47 -0.02 -0.61 -0.390
O -1.312 -2.928 -1.993 0.22 0.53 -0.98 -0.398
O 0.306 -4.102 -0.744 -1.10 0.17 0.32 -0.424
O -1.786 -3.246 0.233 0.76 -0.55 0.22 -0.406
Cl 0.225 2.041 0.372 -7.34 -1.81 4.73 0.644
O -1.275 1.990 0.240 2.31 1.69 -1.65 -0.383
O 0.927 2.406 -0.790 1.38 0.22 -1.54 -0.356
O 0.466 3.045 1.438 1.47 1.40 -0.42 -0.574
O 0.428 0.778 0.995 2.86 -0.54 -0.89 -0.327